1.
11
Properties=species:S:1:pos:R:3:forces:R:3:lowdin_charge:R:1 method="wB97M-V/def2-TZVPD" total_charge=0 gap_ha=0.384 e_lumo_ev=1.20 homo_energy_ev=-9.24 energy_ev=-6185.66317
C 1.88904 0.03943 -0.03611 0.74 0.66 0.74 -0.065
C -1.33873 -0.67331 0.14454 -0.37 -0.82 -0.54 -0.140
C -0.85390 0.70721 -0.08953 -0.01 0.76 -0.04 -0.150
H 1.63168 1.09698 -0.18121 0.26 -0.19 -0.13 0.069
H 2.88275 -0.19214 0.39147 -0.67 -0.11 -0.54 0.073
H -1.18942 -1.19463 1.07883 0.38 0.38 0.32 0.100
H -2.19307 -1.09437 -0.37339 -0.10 0.35 -0.14 0.095
H -1.36288 1.44006 -0.74570 0.28 -0.75 0.37 0.111
H -0.30455 1.17031 0.72536 -0.15 -0.03 0.07 0.089
N 1.03006 -0.86515 -0.20750 0.06 -0.19 0.17 -0.031
N -0.19100 -0.43438 -0.70676 -0.41 -0.07 -0.27 -0.151

***

2.
11
Properties=species:S:1:pos:R:3:forces:R:3:lowdin_charge:R:1 method="wB97M-V/def2-TZVPD" total_charge=0 gap_ha=0.382 e_lumo_ev=0.85 homo_energy_ev=-9.55 energy_ev=-6182.66616
C 0.40168 0.75165 -1.58054 0.57 1.80 2.44 -0.101
C -1.01102 -0.49631 0.75486 0.88 2.81 2.25 -0.168
C 0.50353 -0.46261 1.07443 0.00 -3.84 -1.22 -0.259
H 0.87418 1.25571 -2.43200 -0.33 -0.60 -0.19 0.052
H 0.00334 -0.37773 -1.72253 0.75 2.77 0.72 0.106
H -1.65111 -0.30208 1.69598 0.30 -1.06 -2.14 0.119
H -1.37313 -0.72275 -0.24786 -0.17 -0.58 0.55 0.065
H 1.03802 -1.01734 2.10873 -1.77 2.44 -2.99 0.163
H 0.88948 -0.98414 0.05368 0.11 1.34 2.61 0.096
N 0.51701 1.57206 -0.52703 -2.69 -5.73 -1.20 0.056
N -0.19198 0.78353 0.82230 2.35 0.64 -0.83 -0.128

***

3.
11
Properties=species:S:1:pos:R:3:forces:R:3:lowdin_charge:R:1 method="wB97M-V/def2-TZVPD" total_charge=0 gap_ha=0.414 e_lumo_ev=0.89 homo_energy_ev=-10.38 energy_ev=-6188.03256
C 1.27155 -0.10039 0.10533 0.06 -0.06 0.76 -0.070
C -0.14311 0.01736 -0.43513 -0.17 -0.24 -0.15 -0.461
N -0.92232 -1.05371 0.19066 -0.38 0.02 -0.02 0.028
C -0.71069 1.36506 -0.17319 -0.43 0.84 0.17 -0.190
N -1.19672 2.38843 0.06446 0.51 -0.99 -0.23 0.139
H 1.91806 0.75443 -0.10937 -0.29 0.03 0.16 0.083
H 1.09509 -0.22478 1.19661 0.79 0.20 -0.53 0.091
H 1.77154 -0.99192 -0.28338 -0.31 0.03 0.12 0.082
H -0.15039 -0.13931 -1.51664 -0.10 0.04 0.06 0.139
H -1.84497 -1.15280 -0.21684 0.07 0.09 -0.17 0.077
H -1.08802 -0.86237 1.17749 0.25 0.04 -0.17 0.083

***

4.
11
Properties=species:S:1:pos:R:3:forces:R:3:lowdin_charge:R:1 method="wB97M-V/def2-TZVPD" total_charge=0 gap_ha="0.313 / 0.311" e_lumo_ev="1.20 / 1.09" homo_energy_ev="-7.31 / -7.37" energy_ev=-6182.57277
C -1.51205 -0.21807 -0.06781 -0.65 -0.41 1.52 -0.236
C -1.26984 1.06487 -0.01053 2.00 0.49 -0.94 0.076
C -0.17513 -0.90371 -0.20225 1.79 -0.90 0.04 -0.239
N 0.70555 0.35192 -0.56478 -2.63 -1.55 0.84 -0.102
N 1.79757 0.45764 0.22983 -1.89 0.72 -1.87 -0.016
H -2.51183 -0.65813 0.21131 1.11 0.00 -0.76 0.098
H -1.60319 2.09317 -0.07305 -0.31 -0.42 0.29 0.042
H 0.31052 -1.36261 0.80240 -1.51 0.74 -2.12 0.125
H -0.15628 -1.73585 -1.04929 0.28 1.63 1.67 0.119
H 2.41669 1.03898 -0.26484 1.49 0.40 0.32 0.071
H 1.99800 -0.12821 0.98900 0.33 -0.71 1.00 0.060